ORCA calculation (ωB97M-V with the def2-TZVPD basis set) on C11H24IO4P2Tc as an isolated structure.

Calculated values
Gap between HOMO and LUMO (spin up / spin down) ... 6.66 / 5.35 eV
Total energy ... -1794.56481 Ha
Highest occupied orbital energy (spin up / spin down) ... -19.72 / -19.85 eV
Net charge ... +3
Energy above the lowest of the compared OMol25 structures with the same formula, charge and spin ... 82.6 kJ/mol
2S+1 ... 4

The geometry in XYZ format:
```
43
Properties=species:S:1:pos:R:3:forces:R:3:nbo_charge:R:1
I -0.080992 -1.733352 -2.886097 0.0 -0.2 1.1 0.059
Tc -0.008068 -0.639430 -0.147845 0.2 -4.8 -0.7 0.741
P 2.285527 -0.279334 -0.542580 4.2 1.5 0.0 1.040
P -2.237955 -0.170291 -0.494340 -4.5 1.8 0.4 1.091
O -1.249096 -0.099905 2.758011 1.6 -1.6 -1.6 -0.568
O 0.053938 2.230977 0.921976 0.0 -5.2 -1.7 -0.271
O 0.029026 1.197238 -4.060423 -0.1 -3.3 -0.6 -0.363
O -0.026212 -1.613986 1.557990 0.3 1.5 -2.1 -0.584
C -0.004097 -0.254533 -6.015240 -0.1 -0.9 0.0 -0.761
C -3.033259 1.136182 0.514652 0.6 0.0 0.5 -0.937
C 0.035123 1.119152 0.556278 -0.1 7.3 2.6 0.600
C 2.801969 0.239052 -2.209693 -1.0 -0.2 -0.7 -0.920
C 3.394076 -1.665467 -0.166700 -0.6 -0.7 0.4 -0.922
C -0.315213 -1.939755 3.963885 -0.1 0.0 -0.3 -0.723
C 3.036311 1.132612 0.359299 -0.6 0.0 0.4 -0.931
C -0.570636 -1.127864 2.691322 -1.5 1.1 3.1 0.794
C -0.003742 0.141559 -4.572488 0.2 4.6 -0.2 0.745
C -2.762046 0.479040 -2.099953 1.0 -0.1 -1.0 -0.930
C -3.261458 -1.627785 -0.145908 0.6 -0.7 0.2 -0.930
H -2.670660 2.117878 0.182687 -0.2 -0.2 0.1 0.260
H -2.681204 -2.537238 -0.339932 -0.4 -0.1 0.1 0.262
H -4.123747 1.092183 0.384851 0.3 -0.1 -0.1 0.295
H 3.892800 0.156039 -2.302231 -0.3 0.1 0.2 0.300
H -3.559548 -1.585039 0.909645 0.1 -0.1 -0.2 0.295
H -3.849591 0.387932 -2.204281 0.2 0.1 0.3 0.303
H -0.818096 -1.433240 4.796871 0.1 0.0 -0.4 0.284
H -2.446018 1.526757 -2.173563 -0.2 -0.2 -0.1 0.274
H 2.643126 2.070305 -0.061334 0.2 -0.2 0.2 0.262
H 2.989582 -2.578947 -0.613637 0.2 0.0 0.1 0.269
H 4.130648 1.108950 0.267970 -0.3 -0.1 -0.1 0.299
H 2.316547 -0.408044 -2.950128 0.5 0.2 0.1 0.233
H 4.397916 -1.477735 -0.570219 -0.3 0.2 0.0 0.300
H -0.891983 -0.835760 -6.261358 -0.1 -0.2 0.1 0.308
H -4.147656 -1.623959 -0.794998 0.2 0.2 0.1 0.303
H 0.877908 -0.847201 -6.256825 0.1 -0.2 0.1 0.310
H -2.773899 0.977090 1.567188 -0.2 0.2 -0.2 0.297
H -0.740826 -2.947206 3.864294 0.2 0.2 -0.1 0.273
H 0.749928 -2.023037 4.219136 -0.2 0.0 -0.4 0.271
H 2.466911 1.269918 -2.377410 0.2 -0.2 -0.1 0.267
H 0.004121 0.654768 -6.627347 0.0 0.1 0.5 0.328
H -2.276470 -0.087650 -2.899955 -0.4 0.2 0.0 0.230
H 3.443875 -1.785301 0.920482 0.0 -0.1 -0.2 0.285
H 2.762138 1.075230 1.418350 0.2 0.1 -0.1 0.263
```
Positions in Å, forces in eV/Å.